No. 1
16
Properties=species:S:1:pos:R:3:forces:R:3 method="wB97M-V/def2-TZVPD" homo_lumo_gap_ev=7.04 charge=-1 relative_energy_kcal_mol=47.1 max_force_ha_per_bohr=0.1182 homo_ev=-3.91
C 2.054 2.083 0.035 1.830 -0.110 -1.806
C -0.754 1.347 0.595 3.501 -2.044 -1.418
S 0.358 2.588 -0.260 -1.173 0.167 0.340
H 2.793 2.769 0.491 -1.073 0.511 0.103
H 2.076 1.239 0.689 -0.017 -0.984 -0.039
H 2.572 1.884 -0.990 -1.110 -0.279 1.766
H -0.725 1.436 1.635 0.001 0.388 1.615
H -0.494 0.260 0.348 0.547 1.887 0.125
H -1.717 1.335 0.235 -2.233 1.008 -0.989
C -1.106 -1.679 1.013 2.416 -5.405 1.374
C -0.473 -2.352 -0.255 -1.150 0.160 -0.767
O 0.660 -1.962 -0.687 -1.651 -0.521 0.804
O -1.266 -3.252 -0.651 1.261 0.111 -0.807
H -1.829 -0.994 1.024 -2.441 3.222 -0.736
H -0.217 -1.461 1.571 0.098 0.773 1.035
H -1.670 -2.550 1.532 1.194 1.115 -0.600

No. 2
8
Properties=species:S:1:pos:R:3:forces:R:3 method="wB97M-V/def2-TZVPD" homo_lumo_gap_ev=10.83 relative_energy_kcal_mol=27.2 max_force_ha_per_bohr=0.0968 smiles="C=NCBr" homo_ev=-9.96
C -0.226 0.463 -1.327 0.000 -2.041 -0.325
C 0.330 -0.284 0.831 -0.486 -2.013 -0.783
N 0.025 0.740 -0.162 1.419 -0.702 4.717
Br -0.989 -0.275 2.221 -0.982 0.105 0.482
H -0.387 1.353 -1.758 -0.946 2.568 -3.277
H -0.279 -0.514 -1.779 0.007 -0.415 -0.243
H 0.351 -1.416 0.523 0.124 2.170 -0.041
H 1.175 -0.065 1.451 0.865 0.327 -0.530

No. 3
27
Properties=species:S:1:pos:R:3:forces:R:3 method="wB97M-V/def2-TZVPD" homo_lumo_gap_ev=5.37 relative_energy_kcal_mol=42.9 max_force_ha_per_bohr=0.0325 homo_ev=-7.02
C -0.217 -1.386 -1.269 0.382 -0.403 -0.184
C 0.425 -0.107 -0.870 -0.689 0.334 -0.708
C 0.021 1.140 -1.626 0.375 0.839 0.562
C 0.521 2.314 -0.772 0.050 -0.600 -0.603
N 2.011 2.186 -0.670 -0.992 0.557 1.221
C 2.402 0.909 -0.252 0.112 -0.396 -0.683
N 3.157 0.798 0.851 0.215 0.184 -0.561
N 1.977 -0.160 -0.940 0.746 0.307 1.241
H -0.189 -1.618 -2.332 0.106 0.275 -0.171
H 0.246 -2.212 -0.732 -0.134 -0.127 0.153
H -1.245 -1.346 -0.899 -0.143 -0.288 0.046
H 0.191 0.063 0.184 -0.100 -0.381 0.156
H 0.567 1.220 -2.565 -0.292 -0.294 -0.353
H -1.048 1.217 -1.796 -0.120 -0.278 0.036
H 0.259 3.276 -1.197 0.253 0.192 0.007
H 0.111 2.254 0.232 -0.052 0.108 0.107
H 2.418 2.381 -1.577 0.224 -0.126 -0.016
H 2.891 1.323 1.667 0.544 0.729 -0.188
H 3.939 0.168 0.899 -0.440 -0.653 0.330
H 2.290 -0.990 -0.442 -0.230 -0.303 -0.280
C -3.434 -1.570 2.467 0.131 0.002 0.144
C -2.319 -1.718 1.418 -0.171 0.038 0.112
O -1.145 -1.473 1.796 0.362 0.255 -0.137
O -2.685 -2.059 0.270 -0.071 0.086 -0.067
H -3.031 -1.267 3.434 0.035 -0.008 -0.023
H -4.155 -0.822 2.134 -0.042 -0.070 -0.061
H -3.956 -2.520 2.585 -0.058 0.020 -0.078

No. 4
96
Properties=species:S:1:pos:R:3:forces:R:3 method="wB97M-V/def2-TZVPD" homo_lumo_gap_ev="5.42 / 5.43" charge=-1 relative_energy_kcal_mol=40.4 max_force_ha_per_bohr=0.0227 s_squared=0.7540 homo_ev="-3.22 / -3.21" spin_multiplicity=2
Ti 0.320 -1.402 0.907 -0.194 1.133 0.210
O 1.050 -0.815 4.960 -0.062 0.060 -0.029
C 1.121 -0.891 3.728 0.021 -0.126 0.100
N 0.060 -1.320 2.915 0.100 -0.078 -0.296
C -1.269 -1.261 3.352 -0.147 -0.035 0.076
C -1.744 -0.872 4.607 0.025 0.009 -0.057
C -3.114 -0.798 4.841 -0.011 -0.002 -0.006
C -4.035 -1.119 3.856 -0.003 0.014 0.024
C -3.589 -1.526 2.602 0.063 0.032 0.003
C -2.225 -1.591 2.357 -0.142 -0.071 0.142
N -1.621 -1.999 1.169 0.187 -0.122 -0.109
C -2.185 -2.659 0.159 0.035 -0.206 -0.155
O -3.362 -2.800 -0.167 -0.069 0.075 0.185
C -1.128 -3.421 -0.637 0.098 -0.208 0.115
C -1.516 -4.281 -1.649 0.008 0.058 -0.032
C -0.564 -5.098 -2.235 0.001 0.012 0.008
C 0.745 -5.034 -1.789 0.016 -0.065 -0.056
C 1.061 -4.129 -0.792 0.000 0.099 -0.037
N 0.151 -3.341 -0.225 -0.087 0.156 -0.040
C 2.315 -0.541 3.003 0.124 0.061 0.060
C 3.351 0.175 3.593 -0.021 0.009 -0.082
C 4.261 0.886 2.836 0.069 0.056 0.053
C 3.972 1.005 1.447 -0.081 -0.087 -0.015
C 3.014 0.262 0.853 0.043 -0.013 -0.036
N 2.404 -0.846 1.575 -0.276 -0.375 -0.158
H -1.034 -0.632 5.381 0.004 0.002 -0.001
H -3.460 -0.485 5.820 0.000 -0.001 -0.001
H -5.098 -1.058 4.057 0.002 0.000 -0.002
H -4.276 -1.784 1.809 -0.002 -0.006 -0.001
H -2.558 -4.293 -1.935 -0.018 0.008 0.023
H -0.843 -5.785 -3.024 0.003 -0.001 -0.003
H 1.518 -5.661 -2.210 0.004 0.011 0.005
H 2.078 -4.025 -0.441 0.004 -0.004 0.004
H 3.345 0.235 4.675 -0.001 -0.002 0.002
H 5.047 1.471 3.294 -0.007 -0.016 -0.008
H 4.461 1.771 0.852 -0.007 0.005 -0.001
H 2.699 0.393 -0.173 0.050 0.003 -0.018
C 3.124 -2.132 1.291 0.013 -0.098 0.176
C 4.573 -2.203 1.688 0.012 0.014 -0.035
C 5.571 -1.843 0.788 -0.007 0.007 0.011
C 6.905 -1.875 1.165 0.005 0.001 -0.014
C 7.256 -2.280 2.445 -0.007 -0.007 0.004
C 6.268 -2.666 3.341 0.015 -0.001 0.006
C 4.935 -2.631 2.962 -0.028 0.022 0.010
H 3.024 -2.301 0.215 0.081 0.063 -0.009
H 2.572 -2.909 1.834 -0.011 -0.025 -0.039
H 5.292 -1.518 -0.207 -0.004 0.001 0.004
H 7.673 -1.580 0.459 -0.005 -0.002 0.005
H 8.298 -2.302 2.742 -0.004 0.001 0.001
H 6.536 -2.985 4.341 -0.004 0.000 -0.005
H 4.159 -2.908 3.666 0.012 0.001 -0.005
C -5.239 2.724 -5.482 0.024 -0.012 -0.018
C -4.766 2.400 -4.089 -0.079 0.005 0.034
C -5.618 2.604 -3.009 -0.011 -0.001 -0.056
C -5.219 2.275 -1.724 0.032 -0.010 0.009
C -3.945 1.783 -1.508 0.040 0.005 0.002
C -3.068 1.594 -2.575 -0.048 -0.024 0.028
N -1.787 1.066 -2.321 0.066 0.113 -0.008
C -0.601 1.727 -2.617 -0.061 -0.011 -0.001
C -0.600 3.025 -3.139 0.006 -0.012 -0.013
C 0.586 3.656 -3.475 -0.030 -0.045 0.010
C 1.804 3.014 -3.307 0.069 0.039 -0.011
C 1.815 1.733 -2.779 -0.044 0.006 -0.016
C 0.640 1.086 -2.419 0.000 -0.031 0.019
C 0.778 -0.245 -1.737 0.059 -0.030 0.011
O 1.748 -0.967 -1.938 0.010 0.015 0.015
O -0.147 -0.512 -0.863 0.078 -0.139 0.076
C -3.490 1.865 -3.885 0.026 -0.025 0.007
C -2.612 1.546 -5.063 0.018 0.029 -0.010
H -6.212 3.213 -5.455 0.002 -0.001 0.001
H -5.333 1.821 -6.090 -0.002 0.011 0.000
H -4.539 3.384 -6.000 -0.005 -0.006 0.004
H -6.608 3.009 -3.183 0.012 0.000 -0.003
H -5.894 2.414 -0.889 0.014 -0.005 -0.004
H -3.610 1.540 -0.508 -0.019 -0.006 0.003
H -1.693 0.395 -1.568 -0.009 -0.031 -0.005
H -1.542 3.543 -3.267 -0.001 -0.006 0.005
H 0.553 4.666 -3.868 0.001 0.001 0.001
H 2.731 3.508 -3.569 -0.012 -0.007 -0.002
H 2.745 1.202 -2.623 -0.007 -0.002 0.005
H -2.189 2.451 -5.508 0.015 -0.017 -0.005
H -3.183 1.037 -5.841 -0.015 0.011 -0.003
H -1.784 0.904 -4.773 -0.017 0.002 -0.006
C -0.346 3.434 1.666 -0.016 -0.009 -0.001
C -1.649 2.880 1.086 0.032 -0.008 -0.004
C -1.565 1.429 1.525 -0.030 0.056 -0.055
O -0.191 1.086 1.340 0.087 -0.223 0.025
C 0.625 2.259 1.516 -0.005 0.064 0.010
H -0.481 3.689 2.719 -0.007 -0.016 -0.001
H 0.009 4.321 1.142 0.009 -0.006 0.010
H -1.641 2.940 -0.005 0.007 0.012 0.004
H -2.539 3.387 1.460 -0.004 -0.016 -0.002
H -2.160 0.735 0.933 0.000 -0.008 -0.026
H -1.851 1.308 2.576 0.019 0.003 0.011
H 1.254 2.359 0.631 -0.010 -0.009 -0.017
H 1.273 2.118 2.382 0.013 -0.017 -0.001

No. 5
14
Properties=species:S:1:pos:R:3:forces:R:3 method="wB97M-V/def2-TZVPD" homo_lumo_gap_ev=8.69 relative_energy_kcal_mol=126.0 max_force_ha_per_bohr=0.1290 smiles=C[C@@]12C[C@@]13C[C@H]32 homo_ev=-7.67
C 1.755 0.262 -0.400 -1.978 -0.588 -1.329
C -0.245 -0.853 1.436 0.793 1.539 -1.978
C 0.594 1.059 0.176 0.261 -1.141 -0.486
C 0.683 -0.618 0.191 0.330 0.800 1.735
C -0.521 0.030 -0.034 3.118 1.539 5.650
C -1.481 0.038 -0.991 -2.521 2.190 -5.052
H 1.806 0.162 -1.509 0.365 0.157 0.876
H 2.647 0.183 0.134 1.727 0.482 0.526
H -0.760 -1.825 1.443 0.572 0.351 0.382
H 0.098 -0.320 2.386 -1.156 -0.768 -1.429
H 0.632 1.778 1.018 0.358 -1.302 0.010
H -0.935 0.008 -2.014 -1.183 0.056 1.313
H -2.227 0.891 -0.993 1.132 -0.680 0.120
H -2.047 -0.796 -0.842 -1.818 -2.633 -0.338

No. 6
13
Properties=species:S:1:pos:R:3:forces:R:3 method="wB97M-V/def2-TZVPD" homo_lumo_gap_ev=7.89 relative_energy_kcal_mol=62.1 max_force_ha_per_bohr=0.0138 smiles="O/N=C1/C=CCC1=S" homo_ev=-9.11
C -0.463 0.765 0.006 0.308 -0.083 -0.104
C 0.972 1.101 0.003 0.317 0.336 -0.059
C 1.707 -0.014 0.000 0.259 0.262 0.009
C 0.849 -1.247 -0.002 -0.081 0.019 -0.010
C -0.561 -0.709 -0.004 -0.589 0.043 0.099
H -2.711 0.364 0.004 -0.175 -0.288 0.002
H 1.347 2.135 -0.010 -0.290 -0.648 0.050
H 2.796 -0.053 0.005 -0.344 0.016 -0.025
H 0.995 -1.871 0.884 0.037 -0.044 -0.084
H 0.997 -1.882 -0.882 0.055 0.009 0.110
N -1.358 1.691 -0.004 0.240 0.085 0.058
O -2.649 1.341 0.000 -0.077 0.045 -0.024
S -1.920 -1.619 0.001 0.340 0.247 -0.023

No. 7
33
Properties=species:S:1:pos:R:3:forces:R:3 method="wB97M-V/def2-TZVPD" homo_lumo_gap_ev=10.40 relative_energy_kcal_mol=33.0 max_force_ha_per_bohr=0.0919 smiles="NC(=O)C[C@H](N)C(=O)N[C@@H](CCC(=O)O)C(=O)O" homo_ev=-9.94
C 1.497 -0.927 0.606 1.748 -1.588 0.000
C 0.204 -0.391 1.059 -2.268 -2.159 -3.536
C 2.265 0.161 -0.175 -0.228 0.116 0.237
C 3.685 -0.258 -0.476 1.649 -0.207 0.399
C -2.266 -0.672 0.597 1.865 -0.119 -0.576
C -3.058 -1.314 -0.496 -2.990 -1.271 -1.234
C -2.739 0.760 0.828 0.609 0.810 -0.269
C -2.349 1.807 -0.243 -1.943 0.462 -2.521
C -0.946 2.246 -0.647 -0.095 -1.842 1.214
H 2.368 -2.355 -0.535 -0.535 -0.092 0.109
H 1.224 -3.017 0.449 0.078 0.471 -0.059
H 2.013 -1.092 1.573 0.223 0.144 -0.449
H 2.321 1.041 0.464 0.079 0.043 0.279
H 1.743 0.599 -1.046 0.158 -0.798 0.054
H 4.432 1.615 -0.051 -0.278 0.752 0.144
H 5.543 0.575 -0.827 -0.596 -0.093 0.311
H -0.563 -1.453 -0.451 -0.040 0.101 -0.089
H -2.338 -1.300 1.501 -0.671 0.417 -0.240
H -3.827 0.779 1.003 0.531 0.007 -0.089
H -2.205 1.090 1.685 -0.044 0.124 1.293
H -2.802 1.524 -1.227 0.215 0.072 0.630
H -2.870 2.781 -0.049 0.292 -0.788 0.282
H -0.074 1.684 1.129 -1.046 0.183 -0.125
H -3.196 -2.197 -2.113 0.239 0.340 0.110
N 1.414 -2.224 -0.168 0.187 1.135 0.291
N 4.577 0.791 -0.579 0.098 -0.969 -0.630
N -0.832 -0.741 0.222 0.314 -0.006 0.614
O 0.068 0.342 1.988 0.028 1.541 2.889
O 4.102 -1.415 -0.548 -0.853 0.840 -0.385
O -4.259 -1.526 -0.413 0.933 0.596 0.952
O -0.567 2.534 -1.741 -0.696 0.475 -0.861
O -0.074 2.259 0.334 1.959 1.166 0.793
O -2.488 -1.706 -1.652 1.077 0.136 0.463

No. 8
38
Properties=species:S:1:pos:R:3:forces:R:3 method="wB97M-V/def2-TZVPD" homo_lumo_gap_ev=9.34 relative_energy_kcal_mol=29.4 max_force_ha_per_bohr=0.0643 smiles="C[C@@H](O)[C@H](N)C(=O)N[C@@H](Cc1ccc(O)cc1)C(=O)O" homo_ev=-8.87
C -0.336 1.796 2.230 2.295 0.368 0.587
C 1.050 2.274 1.741 -0.549 0.082 0.305
C -1.497 2.094 1.307 -1.563 -2.792 -0.828
C -2.469 0.858 1.481 -1.509 2.024 -0.667
C 1.178 0.354 0.119 1.278 1.211 -1.027
C 2.165 -0.667 0.538 0.188 -0.124 1.209
C 1.146 0.399 -1.425 -0.236 1.024 -0.261
C 0.553 -0.872 -1.974 -0.766 -0.384 -1.393
C -0.829 -1.024 -2.265 1.027 -0.733 0.558
C 1.392 -1.921 -2.352 -0.314 -0.792 0.337
C -1.398 -2.253 -2.665 0.436 2.063 0.419
C 0.862 -3.121 -2.842 0.578 1.498 0.323
C -0.503 -3.241 -2.978 0.194 -1.643 -0.604
H -1.145 1.896 4.128 0.851 0.948 -0.855
H 0.337 2.675 4.013 -0.296 -0.074 -0.616
H -0.196 0.710 2.327 -0.343 0.081 0.210
H -1.223 2.062 0.241 0.359 0.437 0.169
H -1.665 3.573 2.470 -0.667 -0.386 -0.892
H -2.716 0.814 2.523 -0.004 -0.379 0.759
H -1.986 -0.020 1.144 0.412 -1.174 -0.273
H -3.491 0.955 0.977 1.570 0.136 0.273
H 2.623 1.848 0.649 -0.536 -0.287 -0.351
H 0.224 0.069 0.459 -1.210 -0.082 0.480
H 2.191 0.583 -1.827 -1.244 -0.127 0.481
H 0.480 1.273 -1.661 0.751 -0.680 -0.049
H -1.456 -0.167 -2.199 -0.556 0.541 0.403
H 2.462 -1.810 -2.216 0.050 -0.059 -0.091
H -2.486 -2.299 -2.745 0.399 -0.319 -0.277
H 1.460 -3.944 -3.195 0.239 -0.045 0.103
H -1.841 -4.438 -3.558 0.610 -0.359 -0.163
H 2.427 -2.302 1.307 -1.244 0.320 -0.013
N -0.531 2.484 3.506 -1.222 -1.269 1.320
N 1.621 1.634 0.690 0.130 -0.303 -0.281
O 1.639 3.161 2.320 0.265 0.183 -0.010
O -2.139 3.241 1.646 0.207 1.937 0.997
O 3.350 -0.469 0.515 0.298 -0.383 -0.351
O -0.864 -4.446 -3.527 -1.474 0.216 0.243
O 1.613 -1.758 1.101 1.598 -0.676 -0.174